No. 1
Entry from OMol25: a cluster of 2 separate species, C3H11N2O in total (ωB97M-V/def2-TZVPD).

```
17
Properties=species:S:1:pos:R:3:forces:R:3
C 2.47497 0.59928 -0.30237 0.0 1.8 -1.7
C 1.15370 0.02965 0.01292 -2.4 -0.6 -0.9
C 0.02087 -0.10347 -0.81264 2.4 -1.0 1.5
N -0.97675 -1.13320 -0.35453 -1.1 0.1 -0.2
N 0.97405 -0.36834 1.36008 -4.7 0.3 -3.5
H 2.55280 1.65071 0.04018 -0.1 -0.5 0.4
H 2.44498 0.77624 -1.38850 0.9 -0.5 0.1
H 3.38086 0.07532 0.07666 -1.0 0.0 -0.4
H -0.15669 0.21339 -1.84271 0.5 -0.1 0.5
H -0.93622 -2.03601 -0.85776 0.6 0.6 -0.2
H -1.99010 -0.85587 -0.48981 1.1 0.3 0.9
H -0.74596 -1.37578 0.63157 -0.3 0.6 -0.2
H 1.61657 -0.88443 1.75086 4.6 -3.7 2.0
H 0.92873 0.40701 1.90996 -0.7 2.9 1.9
H -4.17694 0.84374 0.55320 0.9 -0.5 0.0
H -3.30206 1.41215 -0.48495 0.4 0.5 -0.6
O -3.26279 0.74960 0.19785 -1.1 -0.2 0.4
```
Forces are in eV/Å.

Computed properties:
HOMO level (eV): -13.9369
Net charge: +1
Kohn-Sham gap (eV): 10.66

---

No. 2
Entry from OMol25: a cluster of 2 separate species, C3H11N2O in total (ωB97M-V/def2-TZVPD).

```
17
Properties=species:S:1:pos:R:3:forces:R:3
C -0.13706 -2.13924 1.46308 0.2 -2.1 -3.0
C 0.03950 -0.83526 0.63071 1.0 -0.1 -0.8
C 1.28660 -0.42924 0.16583 -1.0 -1.8 1.7
N 1.52559 0.93706 -0.35048 -3.9 0.2 -0.6
N -1.09393 -0.07596 0.43093 -2.3 -5.7 3.3
H -1.16248 -2.66738 1.18431 2.2 1.1 0.4
H 0.76116 -2.97132 1.27841 -2.4 2.5 0.6
H -0.23429 -1.82397 2.47387 0.2 0.0 1.0
H 2.10412 -1.10601 0.40108 0.2 0.7 -0.3
H 1.63524 0.96925 -1.41623 0.4 0.2 1.9
H 0.48057 1.31923 -0.18687 3.2 0.1 -0.7
H 2.19110 1.51048 0.20756 -0.4 -0.5 -0.8
H -2.04524 -0.58068 0.28722 2.5 1.1 0.7
H -1.01812 0.63339 -0.14342 -0.1 4.4 -3.7
H -1.76224 3.09264 -1.77856 1.3 -2.2 -0.3
H -1.34202 1.94502 -2.78739 0.0 0.2 0.5
O -1.22851 2.22199 -1.86007 -1.1 1.8 -0.1
```
Forces are in eV/Å.

Computed properties:
HOMO level (eV): -12.8900
Net charge: +1
Kohn-Sham gap (eV): 9.44

---

No. 3
Entry from OMol25: the ion C3H11N2O with charge +1 (ωB97M-V/def2-TZVPD).

```
17
Properties=species:S:1:pos:R:3:forces:R:3
C 1.63979 0.31670 -0.49041 1.3 -0.2 -1.0
C 0.27146 -0.84054 1.39230 2.6 2.5 -3.5
C 0.16965 0.10059 -0.14369 0.6 -2.0 5.2
N -1.88527 0.89392 0.73028 0.8 0.7 -2.9
N -0.56252 -0.61433 -1.34104 1.3 -2.6 2.8
O -0.48776 1.26420 0.11113 -2.0 0.2 0.7
H 1.80169 0.16917 -1.58247 0.1 -0.8 0.5
H 1.91875 1.37569 -0.52131 -0.3 0.0 1.0
H 2.42116 -0.29928 0.14505 -1.9 1.3 -1.4
H 0.95063 -0.17074 2.01452 -0.8 -0.8 -1.0
H -0.60580 -1.00188 1.93160 -1.5 -0.6 0.3
H 0.86298 -1.67707 1.00808 -0.4 -0.3 0.8
H -2.11965 1.59608 1.43228 0.9 0.2 0.2
H -2.43477 1.24245 -0.09349 0.2 -0.5 1.0
H -0.31831 0.08398 -1.99810 -0.8 0.4 -1.9
H -1.52768 -0.89062 -1.09837 0.2 1.1 -0.4
H -0.09435 -1.54831 -1.49636 -0.2 1.4 -0.3
```
Forces are in eV/Å.

Computed properties:
HOMO level (eV): -14.7700
Structure (SMILES): CC(C)([NH3+])ON
Net charge: +1
Kohn-Sham gap (eV): 11.26

---

No. 4
Entry from OMol25: a cluster of 2 separate species, C3H11N2O in total (ωB97M-V/def2-TZVPD).

```
17
Properties=species:S:1:pos:R:3:forces:R:3
C 0.89868 1.41790 0.92443 0.3 0.2 0.1
C -0.60459 1.15627 0.79066 -0.6 0.5 -1.2
N -0.93540 0.72364 -0.55695 -1.5 -0.8 1.0
C -0.28039 -0.34040 -1.09964 1.0 0.0 -0.2
N -0.45400 -0.74629 -2.32437 0.1 0.4 1.6
H 1.23697 1.88197 -0.00414 0.3 -0.4 -0.1
H 1.09844 2.19030 1.66757 -0.4 -0.2 0.4
H 1.38294 0.48873 1.21420 0.5 0.2 -0.2
H -0.85089 0.23849 1.38236 0.1 -0.2 0.4
H -1.28363 1.95287 1.09161 0.0 0.0 -0.1
H -1.84452 0.98870 -0.96662 0.3 0.4 0.0
H 0.44641 -0.78964 -0.41369 0.4 0.1 -0.5
H -1.32284 -0.51992 -2.79851 0.2 0.2 -0.9
H 0.28930 -1.31192 -2.74951 -0.6 -0.4 -0.1
H 0.84498 -2.63618 1.44362 0.2 -0.1 0.6
H 1.16562 -1.70867 2.68216 0.0 -0.4 0.0
O 1.02172 -1.73185 1.72974 -0.4 0.6 -0.8
```
Forces are in eV/Å.

Computed properties:
HOMO level (spin up / spin down) (eV): -19.3809 / -19.2888
2S+1: 2
Net charge: +2
Kohn-Sham gap (spin up / spin down) (eV): 9.24 / 4.75

---

No. 5
Entry from OMol25: a cluster of 2 separate species, C3H11N2O2 in total (ωB97M-V/def2-TZVPD).

```
18
Properties=species:S:1:pos:R:3:forces:R:3
C 1.17202 -1.06062 1.15152 4.7 3.3 -2.6
C -1.46537 -0.31206 -0.16365 -1.3 0.0 1.9
C 1.67604 -0.34828 -0.23814 -5.4 1.2 2.5
N -2.31768 0.03228 -1.03967 -3.3 2.2 -3.2
N -1.12636 0.94306 0.56215 3.0 0.2 0.7
O 1.55168 1.08706 0.06528 2.1 -1.1 -3.0
O 0.69025 -0.56874 -1.27523 1.8 0.2 0.7
H 2.04697 -1.59166 1.45773 0.0 -0.9 0.6
H 1.21305 -0.09663 1.62914 -1.3 -0.4 1.7
H 0.39890 -1.55089 0.73238 -3.1 -1.9 0.7
H 2.57032 -0.75822 -0.41345 3.8 -0.4 -1.6
H -2.97566 -0.59384 -1.50490 1.1 -0.8 0.1
H -2.64578 1.00991 -1.43724 1.3 -1.6 1.6
H -1.50501 1.10929 1.51151 -0.2 -1.0 -0.5
H -1.42259 1.76907 0.02186 0.8 0.1 0.2
H 0.00290 0.83937 0.72045 -2.4 1.4 -1.0
H 1.84907 1.46142 -0.82989 -0.7 0.1 1.9
H 0.28727 -1.37050 -0.94987 -0.6 -0.6 -0.7
```
Forces are in eV/Å.

Computed properties:
HOMO level (eV): -13.8646
Net charge: +1
Kohn-Sham gap (eV): 10.55

---

No. 6
Entry from OMol25: a cluster of 2 separate species, C3H11N2O2 in total (ωB97M-V/def2-TZVPD).

```
18
Properties=species:S:1:pos:R:3:forces:R:3
N 0.06218 -1.30153 0.85689 0.8 1.1 -0.5
C -0.44737 0.15141 0.82016 0.7 -0.5 0.0
C 0.60899 1.21690 0.67643 1.4 1.4 -0.7
C -1.40935 0.19756 -0.42046 -1.0 0.0 0.4
N -2.07754 1.23568 -0.81971 1.3 -0.1 0.3
O -1.57513 -0.91775 -1.00072 0.2 -0.1 0.0
H 0.96695 -1.37271 0.33279 0.2 0.1 -0.1
H -0.62634 -1.85966 0.35911 0.1 -1.0 0.6
H 0.29063 -1.66578 1.78861 -0.5 0.1 0.1
H -0.94733 0.34623 1.77976 -0.6 -0.3 -0.6
H 1.65943 1.00795 0.91755 -0.4 -0.9 0.6
H 0.36588 2.09423 1.26045 -0.3 0.0 0.4
H 0.81852 1.64864 -0.31029 -0.7 -0.5 -0.4
H -2.58006 1.17339 -1.70217 -0.3 0.3 0.1
H -1.74845 2.12696 -0.46139 -0.5 0.3 -0.1
H 3.01156 -1.29437 -1.53559 -0.2 -0.2 -0.1
H 1.42531 -1.49939 -1.53408 0.8 -0.2 -1.0
O 2.20211 -1.28777 -1.00734 -0.9 0.3 0.9
```
Forces are in eV/Å.

Computed properties:
HOMO level (spin up / spin down) (eV): -19.8871 / -19.8869
2S+1: 2
Net charge: +2
Kohn-Sham gap (spin up / spin down) (eV): 10.88 / 5.77

---

No. 7
Entry from OMol25: a cluster of 2 separate species, C3H11N2O2P in total (ωB97M-V/def2-TZVPD).

```
19
Properties=species:S:1:pos:R:3:forces:R:3
C 2.01442 -0.61457 0.53048 2.0 -0.5 -1.7
C 0.79875 1.42979 -0.40968 -3.0 -3.6 -2.5
C 0.70699 0.11005 0.39737 -0.4 -0.7 0.2
N -2.70506 0.58602 -1.32601 -0.1 2.0 1.1
N -3.05984 -1.38387 0.25818 0.5 -0.2 0.2
O -2.47292 1.03431 1.35048 0.2 -0.6 -1.2
O -0.18338 -0.84166 -0.15206 -3.4 2.0 0.0
P -2.37410 0.12967 0.19007 2.2 -1.6 1.6
H 2.48200 -0.91071 -0.46671 -0.8 0.7 0.8
H 2.73911 0.02973 0.99343 0.5 0.4 0.4
H 2.07853 -1.57920 1.04023 -0.9 0.3 0.4
H 0.76093 0.82096 -1.42337 0.7 2.2 1.1
H 1.59745 2.04926 -0.19652 1.9 1.0 0.1
H -0.13466 2.05463 -0.39156 0.6 -0.7 0.3
H 0.34588 0.31577 1.36904 -0.2 0.5 1.5
H -2.56369 -0.25442 -1.81184 0.2 -0.7 -2.0
H -2.35220 1.49075 -1.66479 0.0 -1.0 -0.1
H -2.43277 -2.05430 -0.22399 -0.6 0.3 0.8
H -3.44603 -1.71447 1.16186 0.7 0.4 -1.0
```
Forces are in eV/Å.

Computed properties:
HOMO level (spin up / spin down) (eV): -8.9519 / -8.9525
Kohn-Sham gap (spin up / spin down) (eV): 9.17 / 9.17

---

No. 8
Entry from OMol25: a cluster of 2 separate species, C3H11N2O2S in total (ωB97M-V/def2-TZVPD).

```
19
Properties=species:S:1:pos:R:3:forces:R:3
C 0.48235 1.22632 1.29800 0.6 -0.3 -0.1
C -0.04398 1.92505 0.06333 0.1 0.6 -0.7
S 1.39898 2.10961 -1.04669 0.6 0.1 0.6
N -0.63470 0.58255 2.03356 -0.4 0.4 0.4
H 1.04532 1.89658 1.96723 -0.4 -0.2 -0.3
H 1.16577 0.43536 0.98096 -0.1 -0.1 0.2
H -0.46756 2.91163 0.31642 0.0 -0.4 -0.2
H -0.75855 1.34377 -0.53955 -0.1 0.1 0.8
H 0.75271 2.17895 -2.18797 -0.5 0.1 -0.5
H -0.36207 0.18953 2.93660 0.1 -0.1 -0.2
H -1.06431 -0.16804 1.41832 0.1 -0.1 0.1
H -1.33528 1.29223 2.23864 -0.3 0.0 0.0
N 0.34778 -1.51747 -0.98334 0.1 -0.7 -1.7
C -0.70334 -2.02836 -0.27564 -0.4 -1.2 -0.7
O -0.84344 -3.36717 -0.46613 -0.6 1.2 1.0
O -1.46428 -1.35731 0.43489 1.1 -1.2 -0.7
H 0.59746 -1.97199 -1.92540 -0.5 0.9 2.2
H 0.21484 -0.53787 -1.08712 0.5 0.9 -0.3
H -0.11213 -3.72159 -0.98672 0.0 0.0 0.1
```
Forces are in eV/Å.

Computed properties:
HOMO level (eV): -13.1588
Net charge: +1
Kohn-Sham gap (eV): 10.01

---

Looking at maximum force for the records above, in order, we have 6.3; 7.0; 5.6; 1.9; 6.3; 2.1; 5.3; 2.4 eV/Å.